# 1
{"formula": "C24H51N5O3OsPSi3Te", "method": "ωB97M-V/def2-TZVPD", "elements": ["Os", "C", "Si", "C", "C", "C", "Si", "C", "C", "C", "Si", "C", "C", "C", "C", "C", "C", "C", "N", "H", "H", "H", "H", "H", "H", "H", "H", "H", "H", "H", "H", "H", "H", "H", "H", "H", "H", "H", "H", "H", "H", "H", "H", "H", "H", "H", "H", "C", "C", "O", "P", "O", "Te", "O", "C", "C", "H", "H", "H", "H", "H", "H", "H", "H", "H", "H", "C", "N", "C", "C", "N", "N", "C", "C", "H", "H", "H", "H", "H", "H", "H", "H", "H", "H", "H", "H", "H", "N", "C"], "coordinates": [[-0.047, -0.365, -0.592], [1.008, -1.877, -3.491], [2.122, -0.505, -2.857], [3.880, -0.785, -3.423], [1.491, 1.077, -3.659], [2.024, -0.401, -0.939], [2.986, -1.808, -0.102], [2.757, -3.476, -0.919], [4.824, -1.420, -0.057], [2.388, -1.928, 1.682], [2.615, 1.257, -0.301], [2.886, 1.353, 1.552], [4.113, 2.016, -1.130], [1.122, 2.399, -0.631], [1.154, 3.792, -0.621], [0.002, 4.520, -0.857], [-1.179, 3.834, -1.111], [-1.158, 2.455, -1.104], [-0.041, 1.752, -0.856], [1.033, -1.906, -4.585], [-0.031, -1.715, -3.187], [1.308, -2.859, -3.126], [3.941, -0.651, -4.506], [4.222, -1.797, -3.199], [4.581, -0.087, -2.962], [1.664, 1.033, -4.738], [1.978, 1.981, -3.287], [0.414, 1.191, -3.508], [3.204, -3.515, -1.914], [1.705, -3.747, -1.008], [3.245, -4.242, -0.310], [5.268, -1.420, -1.055], [5.344, -2.184, 0.529], [5.040, -0.455, 0.404], [1.464, -1.368, 1.801], [3.128, -1.544, 2.390], [2.193, -2.973, 1.944], [3.803, 0.837, 1.842], [2.063, 0.906, 2.113], [2.990, 2.397, 1.862], [4.991, 1.386, -0.969], [4.340, 3.001, -0.712], [3.984, 2.132, -2.207], [2.093, 4.294, -0.423], [0.018, 5.603, -0.846], [-2.102, 4.358, -1.320], [-2.051, 1.876, -1.302], [-6.325, -0.490, -3.078], [-4.828, -0.337, -3.180], [-4.167, -1.476, -2.545], [-3.413, -1.314, -1.183], [-2.242, -0.405, -1.256], [-2.942, -3.608, -0.531], [-4.560, -0.723, -0.262], [-4.283, -0.398, 1.124], [-4.458, 1.085, 1.345], [-6.814, 0.330, -3.604], [-6.639, -0.481, -2.035], [-6.638, -1.433, -3.527], [-4.491, 0.588, -2.709], [-4.492, -0.340, -4.214], [-3.267, -0.700, 1.382], [-4.983, -0.969, 1.732], [-3.724, 1.650, 0.768], [-4.332, 1.312, 2.405], [-5.454, 1.401, 1.036], [-1.009, -2.441, 2.576], [-0.541, -1.222, 3.200], [0.304, -1.427, 4.369], [-0.682, -0.017, 2.609], [-0.886, 0.139, 1.317], [-0.613, 1.074, 3.430], [-0.422, 2.401, 2.867], [-1.239, 1.072, 4.748], [-1.526, -3.045, 3.325], [-0.186, -3.020, 2.158], [-1.693, -2.197, 1.773], [1.034, -2.205, 4.140], [-0.282, -1.748, 5.233], [0.842, -0.517, 4.617], [-1.232, 1.072, 1.130], [-1.374, 2.884, 2.616], [0.202, 2.349, 1.977], [0.090, 3.020, 3.603], [-1.659, 0.096, 4.968], [-2.051, 1.805, 4.767], [-0.522, 1.338, 5.526], [-0.919, -3.299, -0.441], [-0.362, -2.229, -0.482]], "mulliken_charge": [1.32, -0.91, 0.16, -1.07, -1.01, 1.64, 0.42, -1.13, -1.17, -0.15, -1.19, -0.72, -1.05, 0.08, -0.71, -0.76, -0.92, -0.58, 0.90, 0.52, 0.11, 0.28, 0.44, 0.31, 0.29, 0.55, 0.21, 0.16, 0.31, 0.25, 0.44, 0.32, 0.44, 0.24, -1.03, 0.49, 0.59, 0.42, -0.05, 0.41, 0.35, 0.42, 0.34, 0.48, 0.47, 0.52, 0.56, -1.23, -0.01, -0.19, -0.09, -0.66, 0.14, -0.21, 0.44, -1.14, 0.39, 0.25, 0.32, 0.14, 0.41, -0.39, 0.45, 0.07, 0.39, 0.38, -0.26, 0.39, -1.28, -0.66, 0.56, 0.32, -1.05, -1.27, 0.48, 0.21, -0.43, 0.41, 0.35, 0.38, -0.08, 0.31, 0.17, 0.38, 0.42, 0.39, 0.36, -0.89, 0.35], "de_lowest_kcal_mol": 31.1, "charge": 1, "orbital_gap_ev": 6.65, "fmax_ev_per_a": 2.03, "energy_ev": -81990.390}

***

# 2
{"formula": "C24H51N5O6S4", "method": "ωB97M-V/def2-TZVPD", "elements": ["C", "C", "N", "H", "H", "H", "C", "C", "N", "H", "H", "H", "C", "C", "N", "H", "H", "H", "C", "C", "N", "H", "H", "H", "C", "C", "N", "H", "H", "H", "C", "S", "O", "C", "H", "H", "H", "H", "H", "H", "C", "S", "O", "C", "H", "H", "H", "H", "H", "H", "C", "S", "O", "C", "H", "H", "H", "H", "H", "H", "C", "S", "O", "C", "H", "H", "H", "H", "H", "H", "C", "C", "O", "C", "H", "H", "H", "H", "H", "H", "C", "C", "O", "C", "H", "H", "H", "H", "H", "H"], "coordinates": [[4.798, -7.072, 6.320], [3.639, -6.379, 5.717], [2.746, -5.859, 5.167], [5.113, -7.898, 5.682], [4.596, -7.422, 7.333], [5.580, -6.318, 6.404], [4.675, -5.219, -1.421], [4.292, -6.688, -1.612], [4.078, -7.802, -1.803], [4.807, -5.068, -0.350], [3.874, -4.678, -1.924], [5.625, -5.098, -1.942], [-7.117, 1.299, -4.817], [-6.760, 0.102, -4.042], [-6.387, -0.800, -3.421], [-7.387, 0.965, -5.818], [-6.260, 1.955, -4.971], [-7.960, 1.874, -4.434], [5.553, 1.551, -4.976], [6.367, 0.564, -4.320], [6.959, -0.285, -3.861], [5.270, 1.040, -5.896], [6.142, 2.454, -5.137], [4.687, 1.784, -4.357], [1.593, 4.830, -2.200], [0.402, 4.487, -1.329], [-0.491, 4.143, -0.714], [2.510, 4.434, -1.763], [1.715, 5.913, -2.183], [1.424, 4.444, -3.205], [-1.150, 6.835, 5.141], [-1.573, 5.244, 5.881], [-2.710, 4.755, 5.041], [-0.079, 4.436, 5.223], [-0.862, 6.626, 4.111], [-0.317, 7.306, 5.663], [-2.082, 7.386, 5.271], [-0.411, 3.401, 5.145], [0.859, 4.579, 5.761], [0.014, 4.794, 4.198], [-3.799, -1.464, 4.629], [-3.134, -2.856, 5.672], [-3.912, -2.853, 6.991], [-3.773, -4.296, 4.694], [-3.489, -1.681, 3.607], [-3.382, -0.498, 4.912], [-4.888, -1.424, 4.608], [-3.424, -4.411, 3.667], [-4.857, -4.240, 4.599], [-3.431, -5.151, 5.277], [-2.844, -1.347, -10.127], [-2.053, -2.747, -9.279], [-0.545, -2.599, -9.483], [-2.296, -2.272, -7.515], [-2.703, -1.240, -11.202], [-2.471, -0.424, -9.683], [-3.904, -1.342, -9.874], [-3.335, -2.219, -7.190], [-1.754, -1.338, -7.366], [-1.813, -3.005, -6.869], [7.672, -1.517, 1.398], [7.581, 0.261, 1.705], [6.665, 0.731, 0.554], [6.670, 0.285, 3.265], [7.831, -2.141, 2.278], [8.511, -1.567, 0.705], [6.823, -1.808, 0.780], [6.561, 1.335, 3.536], [7.146, -0.309, 4.045], [5.658, -0.104, 3.154], [-6.101, 3.008, 1.429], [-6.335, 4.178, 0.445], [-7.159, 4.066, -0.428], [-5.662, 5.532, 0.797], [-6.965, 2.957, 2.092], [-5.144, 3.216, 1.907], [-5.865, 2.099, 0.876], [-5.480, 6.093, -0.120], [-4.677, 5.464, 1.259], [-6.321, 6.147, 1.411], [1.475, -1.092, 0.525], [0.781, -1.033, -0.844], [1.419, -0.755, -1.862], [-0.699, -1.262, -0.763], [0.996, -0.364, 1.180], [2.522, -0.795, 0.477], [1.399, -2.089, 0.959], [-1.073, -0.266, -0.530], [-1.053, -2.063, -0.114], [-1.142, -1.416, -1.748]], "mulliken_charge": [-0.69, 0.28, -0.35, 0.25, 0.26, 0.24, -0.58, 0.22, -0.35, 0.23, 0.23, 0.25, -0.73, 0.31, -0.37, 0.27, 0.25, 0.27, -0.65, 0.28, -0.35, 0.25, 0.26, 0.22, -0.68, 0.23, -0.32, 0.25, 0.28, 0.25, -0.90, 0.47, -0.58, -0.86, 0.29, 0.36, 0.31, 0.30, 0.35, 0.26, -0.85, 0.49, -0.61, -0.89, 0.29, 0.31, 0.31, 0.36, 0.31, 0.29, -0.87, 0.49, -0.61, -0.90, 0.32, 0.29, 0.33, 0.35, 0.30, 0.30, -0.79, 0.47, -0.60, -0.87, 0.34, 0.30, 0.23, 0.30, 0.34, 0.27, -0.86, 0.67, -0.55, -1.02, 0.26, 0.26, 0.30, 0.33, 0.34, 0.27, -1.00, 0.80, -0.59, -1.07, 0.31, 0.26, 0.32, 0.30, 0.33, 0.33], "charge": 0, "orbital_gap_ev": 8.95, "fmax_ev_per_a": 2.80, "energy_ev": -88784.054}

***

# 3
{"formula": "C24H52Br2F3N2O16P4", "method": "ωB97M-V/def2-TZVPD", "elements": ["C", "C", "Br", "C", "Br", "C", "C", "C", "C", "C", "C", "F", "F", "F", "C", "C", "C", "N", "N", "H", "H", "H", "H", "H", "H", "H", "H", "H", "H", "H", "H", "H", "H", "H", "H", "C", "O", "P", "O", "O", "C", "O", "C", "H", "H", "H", "H", "H", "H", "H", "H", "H", "C", "O", "P", "O", "O", "C", "O", "C", "H", "H", "H", "H", "H", "H", "H", "H", "H", "C", "O", "P", "O", "O", "C", "O", "C", "H", "H", "H", "H", "H", "H", "H", "H", "H", "C", "O", "P", "O", "O", "C", "O", "C", "H", "H", "H", "H", "H", "H", "H", "H", "H"], "coordinates": [[0.950, 1.428, -0.577], [2.460, 1.955, -1.040], [3.156, 1.098, -2.755], [3.249, 2.984, -0.296], [2.389, 3.702, 1.395], [4.749, 3.541, -0.782], [4.749, 4.273, -2.249], [3.749, 5.559, -1.868], [3.927, 6.496, -3.197], [4.447, 8.023, -2.922], [4.359, 8.984, -4.288], [5.497, 8.705, -5.223], [4.285, 10.436, -3.901], [3.115, 8.725, -5.086], [4.487, 5.936, -0.460], [4.656, 7.324, 0.391], [3.271, 7.764, 1.215], [2.714, 8.976, 0.888], [5.031, 4.773, 0.102], [0.132, 2.286, -0.682], [0.555, 0.534, -1.247], [0.921, 1.033, 0.533], [5.624, 2.831, -0.470], [5.804, 4.832, -2.232], [4.516, 3.663, -3.219], [2.597, 5.256, -1.785], [4.585, 5.970, -4.042], [2.842, 6.593, -3.685], [5.616, 7.945, -2.694], [3.873, 8.601, -2.074], [5.096, 8.225, -0.216], [5.452, 7.095, 1.250], [2.781, 7.124, 2.064], [1.878, 9.136, 1.493], [5.566, 4.709, 1.006], [-0.980, 4.073, 5.148], [0.044, 3.139, 5.436], [0.172, 1.554, 4.752], [-0.950, 1.852, 3.751], [-0.418, 0.904, 6.145], [-1.706, 1.253, 6.609], [0.300, -0.030, 4.069], [-0.843, -0.866, 3.998], [-0.511, 4.997, 4.799], [-1.717, 3.757, 4.410], [-1.511, 4.295, 6.079], [-2.384, 1.506, 5.792], [-1.629, 2.090, 7.306], [-2.121, 0.396, 7.148], [-1.684, -0.373, 3.506], [-1.135, -1.201, 4.997], [-0.580, -1.748, 3.408], [-5.715, -2.565, -0.917], [-5.168, -1.432, -1.566], [-4.011, -0.346, -0.875], [-3.800, -1.273, 0.327], [-5.207, 0.750, -0.592], [-6.295, 0.423, 0.248], [-2.855, 0.739, -0.184], [-3.035, 1.222, 1.136], [-5.526, -3.441, -1.543], [-5.337, -2.766, 0.085], [-6.799, -2.427, -0.846], [-6.017, -0.299, 1.019], [-7.116, 0.030, -0.355], [-6.638, 1.337, 0.740], [-3.182, 0.412, 1.854], [-3.877, 1.918, 1.178], [-2.131, 1.766, 1.424], [-1.097, -2.985, -0.526], [-0.620, -3.331, 0.761], [1.035, -3.277, 1.262], [1.443, -2.554, -0.027], [1.141, -4.912, 1.098], [0.915, -5.522, -0.157], [2.690, -3.222, 1.762], [3.702, -3.758, 0.926], [-1.861, -2.212, -0.410], [-0.346, -2.629, -1.230], [-1.574, -3.869, -0.962], [1.187, -4.868, -0.987], [-0.134, -5.814, -0.237], [1.528, -6.426, -0.215], [3.661, -3.347, -0.085], [3.634, -4.848, 0.892], [4.672, -3.492, 1.356], [-5.137, -7.810, -3.365], [-4.659, -8.157, -2.078], [-3.004, -8.102, -1.578], [-2.597, -7.379, -2.866], [-2.899, -9.737, -1.742], [-3.124, -10.347, -2.996], [-1.349, -8.047, -1.078], [-0.337, -8.583, -1.914], [-5.900, -7.037, -3.250], [-4.385, -7.454, -4.070], [-5.613, -8.694, -3.801], [-2.853, -9.693, -3.827], [-4.173, -10.640, -3.077], [-2.512, -11.251, -3.055], [-0.379, -8.172, -2.925], [-0.405, -9.673, -1.947], [0.632, -8.317, -1.484]], "mulliken_charge": [-0.90, 0.30, -0.15, -0.28, -0.11, 0.19, -0.84, 0.47, -0.92, -0.58, 0.76, -0.25, -0.25, -0.26, 0.16, -0.64, -0.07, -0.52, -0.13, 0.32, 0.32, 0.26, 0.33, 0.43, 0.20, 0.47, 0.36, 0.34, 0.29, 0.20, 0.31, 0.33, 0.29, 0.28, 0.29, -0.54, -0.48, 1.03, -0.45, -0.34, -0.58, -0.46, -0.08, 0.24, 0.26, 0.26, 0.30, 0.24, 0.28, 0.09, 0.30, -0.05, -0.53, -0.47, 1.13, -0.67, -0.35, -0.60, -0.38, -0.47, 0.22, 0.28, 0.27, 0.32, 0.26, 0.28, 0.26, 0.32, 0.20, -0.07, -0.41, 1.28, -0.71, -0.41, -0.54, -0.49, -0.57, -0.29, 0.34, 0.20, 0.36, 0.20, 0.24, 0.28, 0.21, 0.27, -0.61, -0.45, 1.12, -0.62, -0.34, -0.64, -0.39, -0.55, 0.26, 0.31, 0.26, 0.35, 0.24, 0.28, 0.31, 0.26, 0.22], "charge": 1, "orbital_gap_ev": 5.89, "fmax_ev_per_a": 9.54, "energy_ev": -246835.566}

***

Number 1: E_HOMO -0.3597 hartree. Number 2: E_HOMO -0.3244 hartree. Number 3: E_HOMO -0.4001 hartree.